DFT (ωB97M-V with the def2-TZVPD basis set) results for C21H28ClInN3O2 as an isolated structure.

The geometry in XYZ format:
```
56
Properties=species:S:1:pos:R:3:forces:R:3:lowdin_charge:R:1
In -1.674280 -0.148165 1.072156 -1.1 -2.0 0.4 0.445
Cl -3.554422 0.957100 2.996062 -1.0 1.0 1.6 0.102
N -0.106949 2.176349 0.734336 -0.8 1.0 -1.6 0.154
N -0.454654 -2.344417 0.993938 -0.6 -0.2 -1.5 0.102
C -0.850243 2.912636 -0.041254 1.2 -1.4 1.7 -0.366
C -0.788301 -3.007155 -0.075527 0.3 1.4 2.0 -0.365
C 1.092353 2.993551 1.062246 -0.5 -0.1 0.1 -0.550
C 0.583888 4.409766 0.799710 -0.5 0.3 -0.1 -0.079
C 2.203503 2.639461 0.079357 0.0 -0.2 -0.2 -0.025
C 1.556282 2.816653 2.492543 0.1 0.2 0.2 -0.056
H 1.875238 2.817216 -0.957911 0.1 -0.1 0.3 0.084
H 2.475895 1.581858 0.186611 -0.1 0.2 -0.1 0.089
H 3.078530 3.267277 0.286128 0.0 -0.1 -0.1 0.083
H 0.715282 2.939821 3.181496 0.2 -0.1 -0.1 0.084
H 2.310349 3.584902 2.705531 0.0 -0.1 0.1 0.082
H 1.998785 1.831160 2.663136 -0.2 0.2 0.0 0.063
C 0.643644 -3.057762 1.690258 -0.6 0.5 0.0 -0.549
C 0.773830 -4.323076 0.856611 -0.3 -0.6 -0.6 -0.078
C 0.264338 -3.351441 3.135175 -0.1 -0.2 0.0 -0.035
C 1.934948 -2.268027 1.640181 0.4 0.3 0.0 -0.038
H 2.187421 -2.026209 0.599022 0.0 0.0 0.2 0.093
H 2.730098 -2.896062 2.062875 0.0 0.1 -0.1 0.085
H 1.873300 -1.350320 2.231559 -0.1 -0.1 -0.2 0.054
H -0.682163 -3.903477 3.159189 0.1 0.1 0.1 0.088
H 0.176797 -2.431248 3.718534 -0.1 -0.1 -0.2 0.056
H 1.053195 -3.971011 3.575787 -0.1 0.0 0.1 0.082
O -0.131118 -4.144828 -0.271365 0.6 -1.4 -0.3 0.008
H 0.463786 -5.222421 1.397027 0.0 0.1 -0.1 0.124
H 1.773811 -4.477787 0.444110 -0.1 0.0 0.1 0.123
O -0.556024 4.214221 -0.088620 0.4 1.0 -0.5 0.008
H 1.293826 5.073836 0.291112 -0.1 -0.2 0.1 0.128
H 0.208212 4.887448 1.714026 0.1 -0.1 -0.2 0.129
C -1.938043 2.373810 -0.914532 0.2 0.8 0.5 -0.072
C -1.797245 -2.555799 -1.083490 0.6 -0.7 0.6 -0.079
C -1.310679 -1.265466 -1.693936 0.5 0.5 -1.3 -0.222
H -2.747171 -2.399019 -0.542470 0.2 0.2 -0.1 0.101
H -1.955884 -3.358650 -1.813492 0.1 0.2 0.1 0.117
C -1.499512 -0.079582 -1.027787 0.1 0.4 0.9 -0.202
C -1.403405 1.160752 -1.619440 0.6 -0.5 -1.6 -0.228
H -2.580038 -0.007830 3.001544 -0.8 0.1 -0.3 -0.308
C -0.734534 1.233450 -2.856481 -1.4 0.3 0.6 -0.233
C -0.362614 0.044607 -3.468035 0.8 -0.1 -0.4 -0.025
C -0.521889 2.557890 -3.517341 0.5 0.4 -0.4 -0.053
C -0.623502 -1.204927 -2.918591 -1.1 -0.2 0.3 -0.232
H 0.200138 0.107771 -4.405323 -0.2 -0.1 0.2 0.106
C -0.275480 -2.482066 -3.606876 0.3 -0.3 -0.3 -0.055
H 0.325866 -2.279955 -4.499922 -0.1 -0.2 0.1 0.071
H -1.180261 -3.036794 -3.905470 0.3 0.1 0.0 0.084
H 0.305109 -3.133509 -2.933332 -0.2 0.1 -0.3 0.081
H -1.458178 3.122469 -3.666178 0.3 -0.2 0.1 0.082
H -0.052390 2.401711 -4.496118 -0.1 0.2 0.1 0.070
H 0.157858 3.197589 -2.926234 -0.3 -0.1 -0.2 0.077
H -2.246847 3.166149 -1.608492 0.1 -0.2 0.1 0.119
H -2.804184 2.141570 -0.264877 0.3 -0.2 -0.3 0.108
N 0.369939 0.118199 3.680586 -1.1 -0.3 -0.7 -0.007
C -0.336213 -0.002214 2.752260 2.7 0.6 1.4 -0.422
```
Positions in Å, forces in eV/Å.

Output
Kohn-Sham gap (spin up / spin down) ... 3.723 / 3.722 eV
Charge ... -1
Total energy ... -1782.03505 Ha
Lowest unoccupied orbital energy (spin up / spin down) ... 2.71 / 2.71 eV


DFT (ωB97M-V with the def2-TZVPD basis set) results for C21H28F3O4Pd as an isolated structure.

The geometry in XYZ format:
```
57
Properties=species:S:1:pos:R:3:forces:R:3:lowdin_charge:R:1
O 0.207051 -0.059278 -3.415573 0.1 0.7 -2.8 -0.153
C 0.262251 1.196868 -4.174268 0.1 -0.1 0.9 -0.134
C 0.194346 0.490441 -5.505572 -0.3 -0.3 0.1 -0.085
H 1.203150 1.714926 -3.977520 -0.2 0.1 0.2 0.126
H -0.605032 1.821294 -3.948194 0.2 0.1 0.1 0.112
C 0.227125 -0.798302 -4.656235 -0.1 0.1 -0.8 -0.577
H 1.063552 0.619878 -6.143060 -0.1 0.1 -0.2 0.107
H -0.744516 0.643489 -6.030725 0.1 0.0 -0.2 0.109
C 1.511448 -1.548965 -4.928117 0.2 -0.3 0.0 -0.021
H 2.385924 -0.919822 -4.740254 -0.1 -0.1 0.1 0.095
H 1.533854 -1.823967 -5.989574 0.0 0.0 0.1 0.087
H 1.585072 -2.474549 -4.354955 0.1 0.1 0.2 0.083
C -1.000359 -1.667429 -4.770195 0.0 -0.2 -0.1 -0.021
H -1.882828 -1.099166 -4.449249 0.2 -0.2 -0.1 0.094
H -0.872724 -2.564598 -4.150459 -0.2 0.2 0.0 0.087
H -1.127701 -1.979984 -5.814868 -0.1 0.0 0.2 0.087
Pd -0.461741 -0.581314 2.388834 -0.7 -1.4 0.6 0.902
C -2.185090 -0.928239 3.922774 -0.7 0.5 -0.1 -0.178
C -1.903106 0.469950 3.939645 -0.7 0.1 -0.4 -0.166
C -2.138210 0.992583 2.634142 -1.1 -0.2 0.2 -0.186
H -1.622587 1.046929 4.809941 0.2 -0.1 -0.2 0.092
C -2.637769 -0.084455 1.812275 0.1 0.2 0.4 -0.191
C -2.624144 -1.281126 2.602694 -0.5 0.6 0.2 -0.191
H -2.905172 -2.277075 2.261261 0.1 0.4 0.1 0.095
H -2.093824 -1.594348 4.776795 0.1 0.1 -0.3 0.100
H -2.014278 2.029270 2.341095 0.0 -0.2 0.0 0.100
H -2.983913 -0.002551 0.784530 0.1 -0.1 0.4 0.085
C 0.668244 -2.014599 3.893462 0.5 -0.4 -0.6 -0.179
C -0.005797 -2.821269 2.915760 1.1 -0.4 0.1 -0.202
C 0.589965 -2.560310 1.637002 0.1 0.3 0.4 -0.178
H -0.807460 -3.528690 3.131101 0.2 0.3 -0.2 0.093
C 1.608928 -1.560433 1.821053 0.5 -0.5 0.8 -0.186
C 1.657873 -1.238459 3.217620 0.5 -0.9 -0.7 -0.183
H 2.375795 -0.577614 3.690954 -0.3 -0.1 -0.2 0.095
H 0.484174 -2.008207 4.965588 -0.1 0.1 -0.4 0.097
H 0.320512 -3.040357 0.696084 0.0 0.2 0.3 0.092
H 2.259444 -1.136226 1.061246 -0.2 -0.1 0.1 0.098
O 1.404599 0.586868 -1.376949 -1.6 0.5 0.7 -0.149
C 0.129214 -0.035095 -1.017571 0.7 -0.8 1.7 -0.204
C -0.948582 1.043436 -0.893160 0.2 0.3 -0.3 -0.154
H 0.245970 -0.532571 -0.026362 0.1 0.5 -0.7 0.065
H -0.139522 -0.785941 -1.745568 0.2 -0.1 0.5 0.098
C -0.162896 2.371152 -0.982231 0.2 -0.4 -0.3 -0.143
H -1.471430 0.954464 0.057214 0.2 0.1 -0.2 0.046
H -1.671474 0.928130 -1.703493 -0.1 0.2 0.0 0.100
C 1.272076 1.880715 -0.752733 0.0 -0.2 0.8 -0.196
H -0.425934 3.093725 -0.199832 -0.1 -0.1 -0.3 0.110
H -0.291068 2.809430 -1.986475 0.1 0.1 0.4 0.083
H 1.369656 1.764750 0.350231 0.3 0.2 -0.7 0.098
H 2.025776 2.550788 -1.156805 0.2 0.0 0.0 0.113
F 0.534120 2.871193 5.435077 0.4 -0.4 -0.2 0.107
C 1.288105 1.949142 4.775589 -0.4 -0.8 -0.5 -0.488
F 2.537211 1.974923 5.308251 -0.7 0.0 -0.1 0.111
F 0.752625 0.720974 5.084516 0.5 1.0 0.2 0.062
C 1.323118 2.248334 3.212859 -0.3 -0.5 -1.3 -0.574
O 1.898401 3.310578 2.995184 0.1 0.3 0.1 0.019
O 0.807595 1.440703 2.367220 1.0 1.7 2.0 -0.108
```
Positions in Å, forces in eV/Å.

Output
Kohn-Sham gap (spin up / spin down) ... 6.015 / 6.169 eV
Charge ... -1
Energy above the lowest of the compared OMol25 structures with the same formula, charge and spin ... 0.0 kcal/mol
Spin multiplicity ... 3
Total energy ... -1545.32354 Ha
Lowest unoccupied orbital energy (spin up / spin down) ... 2.47 / 2.47 eV


DFT (ωB97M-V with the def2-TZVPD basis set) results for C21H28F5O2Yb as an isolated structure.

The geometry in XYZ format:
```
57
Properties=species:S:1:pos:R:3:forces:R:3:lowdin_charge:R:1
O -1.140985 1.445598 -0.067431 -2.2 -0.2 -0.1 -0.270
C -2.090279 0.554654 0.731960 0.4 -1.4 0.3 -0.098
C -3.332964 1.131896 0.072345 0.8 -1.1 0.0 -0.093
H -1.851232 0.885267 1.746353 -0.8 -0.1 0.1 0.114
H -2.044350 -0.570191 0.693841 0.9 1.2 -0.6 0.128
C -2.425172 2.290951 -0.328902 -1.0 0.2 0.8 -0.462
H -4.085410 1.294534 0.845378 -0.2 0.3 -0.7 0.121
H -3.734200 0.568398 -0.760659 0.2 -0.5 0.0 0.126
C -2.892153 3.262136 0.754614 0.6 1.2 1.0 -0.032
H -3.200310 2.758743 1.695378 0.3 0.2 -0.7 0.094
H -3.799674 3.738144 0.339014 0.4 -0.2 0.2 0.111
H -2.227839 4.045706 1.112822 0.3 0.3 -0.5 0.079
C -2.437063 2.821027 -1.731843 0.3 0.0 -0.1 -0.001
H -2.340376 2.009089 -2.453575 0.0 0.0 0.0 0.095
H -1.610027 3.514854 -1.889629 0.0 0.0 0.0 0.091
H -3.360163 3.371128 -1.935500 0.1 -0.2 0.1 0.100
Yb 1.058291 1.252806 0.246615 2.0 -4.1 -1.2 1.762
C 4.325237 0.422332 -0.941988 -0.4 -0.6 0.0 -0.191
C 4.093597 -0.969332 -0.778453 -0.1 0.4 -1.0 -0.171
C 3.050368 -1.355617 -1.661361 -0.2 0.7 0.1 -0.179
H 4.658650 -1.657780 -0.158259 -0.1 0.3 -0.1 0.083
C 2.574470 -0.178263 -2.322908 -0.5 -0.4 0.4 -0.245
C 3.396737 0.914522 -1.906313 -0.5 0.5 1.1 -0.263
H 3.376069 1.933970 -2.295256 0.0 -0.3 -0.1 0.064
H 5.115257 0.984506 -0.447698 -0.2 -0.1 -0.2 0.079
H 2.710880 -2.378916 -1.863419 0.0 0.5 0.3 0.082
H 1.734427 -0.111757 -3.028454 0.6 -0.1 0.1 0.058
C 2.801034 2.300723 1.580575 0.5 0.8 0.4 -0.207
C 2.303609 3.262610 0.657858 -0.3 0.5 0.2 -0.213
C 0.935794 3.512346 0.999198 0.1 0.2 0.0 -0.237
H 2.821822 3.664002 -0.223076 -0.2 -0.2 0.6 0.113
C 0.624249 2.705303 2.137836 0.1 0.4 0.5 -0.226
C 1.776003 1.953863 2.494506 0.1 0.8 0.5 -0.194
H 1.874868 1.273850 3.351218 -0.1 0.4 -0.7 0.103
H 3.834563 1.971861 1.641732 -0.4 -0.2 -0.3 0.116
H 0.203440 4.100016 0.431816 0.5 0.0 0.3 0.101
H -0.312527 2.710839 2.697990 0.2 -0.1 -0.3 0.109
O -2.234623 -2.356771 -0.821397 1.6 -0.5 -0.4 -0.187
C -1.748586 -2.509028 -2.182691 0.1 0.2 0.2 -0.177
C -1.506957 -4.018152 -2.439695 -0.7 0.4 -0.3 -0.148
H -0.772035 -2.050065 -2.455865 -0.6 0.5 0.9 0.111
H -2.573456 -1.990010 -2.700378 0.6 -0.6 -0.7 0.116
C -1.635683 -4.691517 -1.075661 -0.6 0.4 0.2 -0.160
H -0.494131 -4.213071 -2.811231 -0.4 0.3 -0.3 0.110
H -2.266410 -4.339656 -3.163261 0.4 -0.4 0.2 0.109
C -2.025025 -3.591820 -0.102224 0.1 0.7 0.8 -0.196
H -0.698316 -5.129699 -0.760377 0.1 -0.3 0.0 0.109
H -2.427357 -5.419709 -1.037092 -0.1 -0.6 -0.3 0.103
H -1.235959 -3.552118 0.684525 -0.5 0.7 -0.4 0.118
H -2.998260 -3.716471 0.368573 0.1 -0.6 0.3 0.113
F 3.089323 -2.050890 1.588826 0.4 -0.5 0.5 0.023
C 1.970529 -1.351595 1.873118 -0.1 3.6 -1.1 -0.368
F 1.017163 -1.824068 1.002307 -1.5 -1.3 -0.3 -0.061
C 1.605103 -1.602088 3.305479 0.7 -0.5 -0.8 -0.596
F 1.728261 -2.915970 3.613769 -0.3 0.2 0.8 0.120
F 2.477413 -0.901328 4.086658 -0.7 -0.5 0.0 0.101
F 0.344364 -1.209792 3.590295 0.4 -0.1 0.1 0.110
```
Positions in Å, forces in eV/Å.

Output
Kohn-Sham gap (spin up / spin down) ... 6.469 / 5.630 eV
Energy above the lowest of the compared OMol25 structures with the same formula, charge and spin ... 36.3 kcal/mol
Spin multiplicity ... 2
Total energy ... -2625.26545 Ha
Lowest unoccupied orbital energy (spin up / spin down) ... -0.17 / -1.01 eV